No. 1
122
Properties=species:S:1:pos:R:3 method="wB97M-V/def2-TZVPD" max_force_ev_per_a=1.4 charge=+1 mol_weight_g_mol=1106.3 spin_multiplicity=2 homo_energy_ha="-0.3909 / -0.3909" energy_ev=-150239.066 relative_energy_kcal_mol=22.1
Ir 0.13 1.15 0.14
C -1.05 4.14 1.99
C -2.34 4.41 1.21
C -2.11 5.00 -0.17
C -3.27 3.21 1.20
C -4.46 3.38 1.91
C -5.43 2.41 1.96
C -5.22 1.23 1.27
C -4.06 0.99 0.55
C -4.00 -0.39 -0.09
C -2.89 -1.29 0.46
C -4.06 -0.41 -1.62
C -3.05 1.99 0.54
N -1.83 1.71 -0.18
C -1.98 1.93 -1.51
O -2.85 2.58 -2.06
C -0.97 1.20 -2.38
C -1.01 1.37 -3.75
C -0.16 0.60 -4.52
C 0.56 -0.40 -3.89
C 0.51 -0.56 -2.52
N -0.18 0.32 -1.75
C 1.01 -1.93 -2.05
O 1.64 -2.61 -2.86
N 0.73 -2.34 -0.82
C 0.41 -3.51 -0.30
C -0.79 -4.23 -0.68
C -1.22 -5.22 0.19
C -0.49 -5.61 1.30
C 0.76 -5.05 1.55
C 1.24 -4.03 0.78
C 2.65 -3.51 0.92
C 3.47 -3.98 -0.29
C 3.34 -3.96 2.19
C -1.60 -4.12 -1.96
C -1.12 -5.25 -2.89
C -1.66 -2.83 -2.76
H -0.38 5.00 1.92
H -0.53 3.27 1.62
H -1.27 3.97 3.05
H -2.87 5.17 1.78
H -1.69 4.27 -0.87
H -1.43 5.86 -0.11
H -3.05 5.33 -0.60
H -4.62 4.32 2.42
H -6.34 2.57 2.52
H -5.99 0.46 1.30
H -4.93 -0.86 0.23
H -1.89 -0.93 0.22
H -3.00 -2.29 0.04
H -2.97 -1.39 1.55
H -3.07 -0.35 -2.08
H -4.66 0.41 -2.01
H -4.50 -1.35 -1.95
H -1.70 2.09 -4.16
H -0.12 0.72 -5.59
H 1.14 -1.13 -4.45
H -2.15 -5.73 -0.03
H -0.87 -6.40 1.94
H 1.36 -5.44 2.36
H 2.60 -2.42 0.89
H 3.53 -5.07 -0.30
H 4.49 -3.59 -0.22
H 3.04 -3.67 -1.24
H 3.51 -5.04 2.19
H 2.79 -3.70 3.09
H 4.32 -3.48 2.26
H -2.62 -4.36 -1.65
H -0.09 -5.07 -3.20
H -1.74 -5.28 -3.79
H -1.17 -6.23 -2.41
H -0.79 -2.73 -3.41
H -1.76 -1.94 -2.14
H -2.53 -2.87 -3.42
C -2.32 0.66 3.27
Si -0.61 -0.01 3.35
C -0.71 -1.87 3.54
C 0.16 0.87 4.83
N 0.47 0.31 1.89
C 1.82 -0.04 2.10
C 2.34 -0.57 3.29
C 3.69 -0.74 3.49
C 4.60 -0.41 2.49
C 4.12 0.05 1.28
C 2.76 0.19 1.11
O 2.19 0.66 -0.07
C 2.98 0.58 -1.25
C 3.50 -0.65 -1.60
C 4.22 -0.76 -2.78
C 4.41 0.36 -3.58
C 3.90 1.59 -3.19
C 3.19 1.71 -2.01
H -2.81 0.55 2.31
H -2.36 1.70 3.56
H -2.90 0.09 4.00
H -1.49 -2.13 4.26
H 0.22 -2.33 3.87
H -0.98 -2.34 2.59
H -0.67 1.29 5.42
H 0.80 1.69 4.54
H 0.72 0.22 5.50
H 1.67 -0.86 4.08
H 4.05 -1.14 4.43
H 5.66 -0.52 2.65
H 4.80 0.30 0.48
H 3.33 -1.52 -0.98
H 4.60 -1.72 -3.08
H 4.97 0.27 -4.50
H 4.07 2.46 -3.80
H 2.81 2.66 -1.68
O 2.02 7.20 -1.70
C 1.61 5.96 -1.44
C 0.78 5.22 -2.29
C 0.41 3.96 -1.90
N 0.81 3.36 -0.76
C 1.61 4.08 0.02
Br 2.31 3.30 1.59
C 2.04 5.37 -0.26
H 1.66 7.53 -2.54
H 0.41 5.63 -3.22
H -0.24 3.40 -2.54
H 2.69 5.90 0.41



No. 2
98
Properties=species:S:1:pos:R:3 method="wB97M-V/def2-TZVPD" max_force_ev_per_a=5.0 charge=+1 mol_weight_g_mol=1148.1 spin_multiplicity=3 homo_energy_ha="-0.2884 / -0.3741" energy_ev=-115562.312 relative_energy_kcal_mol=12.1
Pt -0.52 -1.28 1.18
N 0.97 -1.62 -0.19
S 1.74 -0.82 -1.19
N 0.91 0.30 -2.05
S -0.17 1.38 -1.80
N -1.55 1.05 -1.11
S -2.43 -0.22 -0.93
N -1.73 -1.42 -0.36
C -3.67 0.39 0.16
C -4.87 -0.30 0.23
C -5.84 0.11 1.23
C -5.69 1.29 1.94
C -4.46 2.02 1.82
C -3.46 1.49 1.02
C -3.24 -0.86 -2.41
C -4.28 -0.09 -2.91
C -4.72 -0.32 -4.19
C -4.04 -1.22 -5.00
C -3.11 -2.04 -4.42
C -2.69 -1.90 -3.09
C 0.38 2.75 -0.82
C 0.24 2.66 0.57
C 0.50 3.84 1.31
C 1.01 4.99 0.79
C 1.36 4.91 -0.55
C 1.07 3.79 -1.36
C -0.62 2.03 -3.37
C -1.48 3.12 -3.41
C -1.69 3.69 -4.62
C -1.15 3.11 -5.79
C -0.26 2.02 -5.71
C 0.01 1.47 -4.43
C 2.31 -1.88 -2.59
C 3.00 -1.22 -3.67
C 3.50 -1.97 -4.75
C 3.29 -3.33 -4.78
C 2.48 -3.99 -3.84
C 1.96 -3.25 -2.71
C 3.26 -0.07 -0.64
C 3.74 1.04 -1.31
C 5.01 1.61 -0.97
C 5.75 1.03 0.01
C 5.32 -0.13 0.66
C 4.10 -0.74 0.26
H -5.15 -1.11 -0.52
H -6.76 -0.52 1.29
H -6.39 1.64 2.71
H -4.27 3.00 2.23
H -2.47 1.93 1.06
H -4.66 0.63 -2.23
H -5.63 0.08 -4.61
H -4.34 -1.29 -6.06
H -2.79 -2.95 -4.90
H -1.86 -2.50 -2.69
H -0.14 1.71 0.99
H 0.41 3.73 2.42
H 1.15 5.86 1.39
H 1.84 5.79 -1.00
H 1.36 3.73 -2.38
H -1.91 3.47 -2.47
H -2.31 4.54 -4.74
H -1.42 3.52 -6.81
H 0.29 1.66 -6.60
H 0.80 0.70 -4.30
H 3.25 -0.14 -3.62
H 4.02 -1.47 -5.56
H 3.79 -3.88 -5.60
H 2.26 -5.03 -3.89
H 1.29 -3.76 -2.03
H 3.13 1.53 -2.09
H 5.42 2.40 -1.57
H 6.70 1.48 0.24
H 5.86 -0.57 1.52
H 3.79 -1.71 0.66
O 0.45 -4.02 7.81
C 0.43 -2.71 7.36
O 1.23 -1.91 7.79
C -0.71 -2.33 6.47
C -1.48 -3.23 5.74
C -2.14 -2.80 4.65
C -2.00 -1.49 4.12
S -2.35 -1.29 2.41
C -1.54 -0.58 5.06
C -0.87 -0.96 6.20
H -0.06 -4.64 7.24
H -1.73 -4.23 6.03
H -2.72 -3.59 4.13
H -1.52 0.46 4.81
H -0.31 -0.29 6.91
N 3.68 -0.90 6.60
C 3.76 -0.71 5.18
O 4.21 0.26 4.56
C 3.21 -1.85 4.33
I 1.40 -1.09 3.21
H 3.88 0.07 6.98
H 2.74 -1.26 7.02
H 3.04 -2.80 4.85
H 3.92 -2.03 3.48



No. 3
15
Properties=species:S:1:pos:R:3 method="wB97M-V/def2-TZVPD" max_force_ev_per_a=0.4 mol_weight_g_mol=96.1 homo_energy_ha=-0.2616 energy_ev=-8291.379 relative_energy_kcal_mol=83.4
C 1.71 -0.57 0.42
C -0.45 -1.63 0.61
C -1.18 -1.46 -0.52
N -1.17 -0.08 -0.98
C -0.44 0.67 -0.20
N -0.55 2.06 -0.28
C 0.22 -0.25 0.79
H 2.11 0.09 -0.35
H 2.34 -0.51 1.31
H 1.74 -1.60 0.07
H -1.72 -2.15 -1.15
H -1.64 0.31 -1.79
H -1.39 2.39 0.20
H 0.25 2.55 0.09
H 0.17 0.19 1.79



No. 4
18
Properties=species:S:1:pos:R:3 method="wB97M-V/def2-TZVPD" max_force_ev_per_a=6.5 charge=+1 mol_weight_g_mol=324.3 homo_energy_ha=-0.4522 energy_ev=-16710.172 relative_energy_kcal_mol=11.5
O -1.22 1.99 0.79
C -2.37 1.47 0.40
C -2.51 0.15 0.15
O -1.41 -0.62 0.62
C -1.58 -1.97 0.84
C -0.54 -2.79 0.87
Pb 0.25 0.73 0.83
H -3.27 2.09 0.45
H 1.50 -0.51 -1.17
H -2.63 -2.28 0.81
H 0.45 -2.46 0.56
H -0.70 -3.84 1.11
O 1.79 -0.01 -0.35
C 3.19 0.30 -0.36
H 3.47 0.53 -1.39
H 3.37 1.19 0.26
H 3.76 -0.55 0.02
H -3.42 -0.39 -0.07



No. 5
54
Properties=species:S:1:pos:R:3 method="wB97M-V/def2-TZVPD" max_force_ev_per_a=7.2 mol_weight_g_mol=406.4 homo_energy_ha=-0.2926 energy_ev=-50116.439 relative_energy_kcal_mol=111.2
O 0.26 -1.75 -1.44
H 1.04 -1.21 -1.59
H -0.48 -1.15 -1.52
H 0.28 -2.29 -0.64
C -6.14 -1.20 -0.40
F -7.28 -1.77 -0.64
F -6.44 0.15 -0.42
F -5.76 -1.54 0.89
S -4.75 -1.60 -1.73
O -4.41 -2.97 -1.62
O -5.37 -1.28 -3.06
O -3.57 -0.79 -1.38
C 4.32 1.04 -3.79
O 3.63 0.23 -3.26
N 3.91 1.74 -4.75
N 5.59 1.31 -3.54
H 2.94 1.69 -5.03
H 4.55 2.33 -5.26
H 6.12 1.96 -4.11
H 6.00 0.80 -2.78
C 0.81 4.08 -1.59
C 0.25 2.78 -0.92
C -0.76 2.96 0.28
O -0.67 1.91 1.25
C -1.57 2.01 2.35
N -0.39 2.09 -2.06
H 1.70 3.95 -2.20
H 1.06 4.80 -0.81
H -0.02 4.66 -2.00
H 1.02 2.14 -0.49
H -1.75 3.21 -0.09
H -0.40 3.85 0.81
H -2.60 1.93 2.01
H -1.44 2.86 3.02
H -1.51 1.11 2.97
H -1.24 1.74 -1.64
H -0.77 2.82 -2.66
C -0.59 -3.64 3.93
C -0.17 -2.79 2.73
C 1.25 -2.25 2.96
O 1.86 -1.67 1.80
C 2.88 -0.75 2.24
N -0.21 -3.66 1.58
H -1.66 -3.84 3.82
H -0.53 -3.06 4.85
H -0.06 -4.59 4.04
H -0.82 -1.94 2.52
H 1.97 -3.05 3.10
H 1.09 -1.53 3.77
H 3.63 -1.15 2.92
H 2.49 0.06 2.86
H 3.33 -0.19 1.43
H -1.09 -4.17 1.53
H 0.45 -4.40 1.76



No. 6
106
Properties=species:S:1:pos:R:3 method="wB97M-V/def2-TZVPD" max_force_ev_per_a=3.2 mol_weight_g_mol=586.9 spin_multiplicity=4 homo_energy_ha="-0.3135 / -0.3432" energy_ev=-50646.724 relative_energy_kcal_mol=42.0
C -0.59 -4.26 -1.89
C -0.89 -2.74 -2.22
C -1.14 -2.71 -3.76
C -2.18 -2.42 -1.36
C -2.55 -0.90 -1.36
C -3.63 -0.53 -0.25
C -4.23 -1.75 0.50
F -5.00 -2.59 -0.30
C -3.14 -0.38 -2.70
C -4.49 -1.06 -3.13
C -5.72 -0.08 -3.03
C -6.92 -0.67 -2.25
O -7.69 -1.57 -3.05
C -1.26 -0.09 -0.96
C 0.08 -0.53 -1.64
C 1.23 0.00 -0.68
C 0.37 0.22 -3.00
N 0.29 -1.98 -1.75
O 0.73 -2.50 -0.65
H -0.82 -4.52 -0.84
H 0.45 -4.50 -2.18
H -1.24 -4.89 -2.54
H -0.41 -3.42 -4.22
H -0.99 -1.73 -4.24
H -2.15 -3.11 -3.94
H -1.89 -2.70 -0.32
H -3.01 -3.09 -1.66
H -4.46 0.07 -0.67
H -3.16 0.10 0.54
H -3.47 -2.34 1.05
H -4.91 -1.36 1.29
H -3.36 0.71 -2.54
H -2.45 -0.42 -3.56
H -4.40 -1.29 -4.21
H -4.69 -2.03 -2.63
H -5.47 0.89 -2.55
H -6.09 0.13 -4.06
H -6.63 -1.20 -1.32
H -7.57 0.18 -1.93
H -7.80 -2.36 -2.52
H -1.12 -0.12 0.13
H -1.45 0.97 -1.24
H 0.99 -0.21 0.38
H 1.28 1.10 -0.84
H 2.17 -0.46 -1.04
H -0.49 0.24 -3.68
H 1.20 -0.31 -3.52
H 0.69 1.26 -2.82
C 5.31 4.25 -1.48
C 3.81 4.29 -1.87
C 3.58 5.35 -2.96
C 3.64 6.79 -2.44
C 2.71 6.97 -1.25
C 2.96 5.94 -0.14
N 2.98 4.54 -0.66
O 1.75 4.19 -0.92
C 4.28 6.27 0.58
C 1.89 6.11 0.96
C 3.52 2.91 -2.48
H 5.85 5.15 -1.76
H 5.44 4.09 -0.40
H 5.83 3.42 -1.95
H 2.59 5.20 -3.42
H 4.31 5.22 -3.76
H 4.67 7.05 -2.17
H 3.36 7.48 -3.24
H 2.82 7.98 -0.85
H 1.67 6.90 -1.60
H 4.53 5.51 1.32
H 4.20 7.23 1.10
H 5.13 6.38 -0.10
H 0.87 6.02 0.57
H 1.96 7.10 1.40
H 2.02 5.38 1.75
H 3.67 2.12 -1.74
H 4.20 2.72 -3.31
H 2.51 2.83 -2.88
C 0.10 -4.21 6.09
C -0.52 -3.30 5.00
C -0.95 -4.13 3.78
C 0.21 -4.62 2.93
C 1.11 -3.45 2.53
C 1.59 -2.63 3.74
N 0.46 -2.23 4.63
O -0.20 -1.27 4.04
C 2.63 -3.45 4.53
C 2.37 -1.41 3.24
C -1.78 -2.72 5.66
H 0.43 -5.18 5.69
H 0.96 -3.74 6.58
H -0.61 -4.43 6.89
H -1.62 -3.54 3.15
H -1.54 -4.99 4.12
H 0.78 -5.39 3.46
H -0.18 -5.10 2.03
H 1.97 -3.83 1.98
H 0.57 -2.81 1.84
H 2.93 -2.93 5.44
H 3.53 -3.60 3.93
H 2.29 -4.45 4.80
H 1.79 -0.79 2.57
H 3.26 -1.73 2.69
H 2.70 -0.79 4.08
H -1.53 -2.11 6.52
H -2.43 -3.53 5.99
H -2.37 -2.11 4.97